# C14H11F6N3O5S2Se2Ti

A molecular structure, C14H11F6N3O5S2Se2Ti (wB97M-V/def2-TZVPD, OMol25).

```
! wB97M-V def2-TZVPD RIJCOSX def2/J DEFGRID3
* xyz 0 1
Ti -0.93009 -0.05392 0.39779
F 4.39281 -0.67937 0.92690
C 3.57855 -0.72201 -0.11567
F 4.24428 -0.41580 -1.22234
F 3.05950 -1.92353 -0.22814
S 2.24600 0.58132 0.09250
O 1.00637 -0.15696 -0.24019
O 2.63113 1.66905 -0.73080
N 2.19508 0.95901 1.63706
S 1.40484 -0.10707 2.49575
O -0.06983 0.01160 2.33261
O 1.92151 -1.44216 2.46187
C 1.66815 0.53531 4.18262
F 2.94244 0.42337 4.49664
F 0.93188 -0.20007 5.00212
F 1.28965 1.80082 4.27514
Se -0.80908 -1.68722 -2.16433
Se -0.87553 1.48518 -2.19681
C -0.66683 2.63303 -0.73501
C -0.48045 4.02204 -0.85580
C -0.38969 4.79046 0.27350
C -0.50014 4.18913 1.53507
C -0.67993 2.83870 1.58772
N -0.74852 2.05875 0.47854
C -0.76622 -2.78313 -0.64626
C -0.70756 -4.18615 -0.70280
C -0.74214 -4.91175 0.45954
C -0.83381 -4.25143 1.69033
C -0.88018 -2.88849 1.68220
N -0.84693 -2.15712 0.54037
H -0.41461 4.45125 -1.84644
H -0.24143 5.86087 0.19278
H -0.44226 4.76531 2.44750
H -0.78037 2.32462 2.53112
H -0.64143 -4.66279 -1.67028
H -0.70432 -5.99426 0.42548
H -0.86321 -4.79208 2.62500
H -0.94274 -2.32352 2.60112
C -4.13641 0.08630 1.64569
C -2.80555 0.00724 1.01693
O -2.69795 -0.06250 -0.21545
H -4.62312 1.00166 1.29847
H -4.08078 0.09000 2.73058
H -4.74225 -0.75423 1.30086
*
```

As for the HOMO energy: -7.305 eV. As for the relative energy (zero: lowest compared OMol25 entry of this formula, charge and spin): 13.07 kcal per mole. The value obtained for the total energy is -221187.682 eV. The strongest force on any atom comes out at 3.8 eV/Å.